No. 1
Molecular formula: C37H36O2P
Method: DFT, ωB97M-V/def2-TZVPD

XYZ file:
```
76
C37H36O2P | the OMol25 dataset | ωB97M-V/def2-TZVPD
P -0.1252 -1.6046 -0.5061
O -0.2522 2.0268 -2.4161
O -0.0810 -0.0281 -3.1529
C 1.9920 0.4498 3.3657
C -1.3921 4.6065 -0.6726
C 0.0517 0.6845 1.9129
C -0.5822 3.8644 -3.7524
C 3.6387 -2.3365 -1.8943
C -0.4882 1.0186 0.4547
C -2.6213 -3.8194 1.8810
C -2.0279 -3.7629 3.1482
C -0.1878 -2.5123 2.2211
C 0.5187 3.3643 0.9213
C 4.0184 -3.4442 -1.1529
C -0.2008 2.4242 -3.8092
C -0.3372 5.3862 -0.1397
C -0.9952 -2.2473 -1.9530
C 3.1732 -3.9961 -0.1986
C -0.2060 0.4892 4.3136
C -2.0529 -3.1355 0.8044
C -0.4229 -3.3134 -2.6506
C -2.4263 -3.4889 -3.9682
C 1.9416 -3.4055 0.0503
C -1.1422 -3.9407 -3.6703
C -0.0515 0.2334 -0.6817
C 1.5575 -2.2596 -0.6542
C 1.4460 0.5758 2.0839
C 1.7844 0.0288 5.8549
C -0.8504 -2.4092 0.9693
C 0.5810 4.7463 0.7093
C -0.7564 0.7286 3.0482
C -0.2309 6.8594 -0.3766
C -2.9876 -2.3925 -3.3083
C -0.1494 0.7231 -2.1771
C -2.2550 -1.7421 -2.3123
C 1.1612 0.2765 4.4949
C -0.8037 -3.1037 3.3133
C 2.3964 -1.7391 -1.6629
C -0.4634 2.5885 0.2916
C -1.4965 3.2497 -0.3650
H -3.5193 -4.4204 1.7089
H 2.1085 0.6469 1.2113
H -1.8487 0.9039 2.9567
H -0.6755 -4.7719 -4.1866
H 2.0477 -0.9022 -2.2607
H 0.8528 -2.1485 2.3549
H 1.2415 2.8989 1.6002
H -1.5428 0.7486 0.2971
H 0.8397 0.5706 -0.1382
H 4.9874 -3.9131 -1.3424
H 3.4435 -4.9049 0.3474
H 1.2539 -3.8444 0.7804
H -2.0971 5.0512 -1.3994
H 0.8201 2.2626 -4.1630
H -0.5304 4.4042 -4.7218
H -3.0037 -4.0047 -4.7222
H -3.9852 -2.0275 -3.5459
H -0.9173 7.4661 0.2321
H 2.0216 -1.0255 5.9896
H 2.7290 0.5617 6.0306
H -0.4259 7.1069 -1.4195
H 0.5830 -3.6369 -2.4030
H -0.3079 -3.0824 4.2934
H -2.6524 -0.8647 -1.7971
H 4.2806 -1.9299 -2.6817
H -2.5147 -3.2147 -0.1837
H 1.4032 5.3112 1.1735
H -2.4087 2.7232 -0.6822
H 0.0739 4.4220 -3.0811
H 1.1018 0.3018 6.6681
H -0.8987 1.8255 -4.3886
H 0.7796 7.1960 -0.1513
H -1.6083 3.9724 -3.4111
H -0.8787 0.4511 5.2096
H 3.0712 0.4833 3.4615
H -2.4981 -4.2596 4.0007
```

Computed properties:
- orbital gap (eV) = 8.32
- charge = +1
- LUMO level (eV) = -2.61
- E_HOMO (eV) = -10.926
- molar mass (Da) = 543.67
- total energy (eV) = -52329.461

---

No. 2
Molecular formula: C37H37BeF3O2P2
Method: DFT, ωB97M-V/def2-TZVPD

XYZ file:
```
82
C37H37BeF3O2P2 | the OMol25 dataset | ωB97M-V/def2-TZVPD
P 2.1993 0.1886 0.7554
P -1.4381 -0.6282 -0.3125
F -0.0673 -3.7879 3.0721
F -0.8927 -3.1439 5.0031
F 1.1869 -2.6626 4.5045
O -1.4182 -0.7621 3.7828
O 0.2256 -1.1144 2.2584
C -1.8786 2.1490 0.0045
C -3.9416 -2.8848 2.1401
C -0.1986 -0.8552 -3.9798
C 2.7371 4.2339 0.9360
C 0.1881 -1.3780 -0.6955
C -4.0312 -4.1088 1.4608
C -0.0831 -2.7691 3.9950
C 3.7486 3.5353 -1.1524
C -2.2839 0.9983 -2.6893
C -2.3572 -3.3101 -0.1235
C -1.5282 1.7910 -3.6836
C 3.3252 4.5578 -0.2961
C 3.6480 -0.7729 1.3002
C 0.5095 0.9970 -2.3690
C 0.6787 -0.2195 -2.9443
C -3.2224 -4.3155 0.3348
C -2.1552 -0.3452 -2.3774
C 3.3991 -2.0717 1.7812
C 3.4648 2.1971 -0.8567
C 4.9767 -0.3211 1.1632
C 4.4577 -2.9375 2.0298
C -2.3888 -2.0249 0.4640
C 2.7791 1.8819 0.3280
C 2.5119 2.9019 1.2691
C 6.0285 -1.2109 1.3922
C -1.5682 -1.2908 -3.4102
C -0.4963 -1.4022 3.3041
C -2.6709 3.2910 0.0553
C -3.8856 0.7761 0.1626
C -0.0789 2.0990 -3.2020
C -2.4806 0.8762 0.0813
C -0.1632 1.5609 2.2663
C -3.1493 -1.8457 1.6370
C -4.0655 3.1873 0.0582
C 1.5008 -0.9487 -0.4498
C -4.6706 1.9336 0.1001
C 5.7753 -2.5211 1.8174
Be -0.0394 0.1529 1.2140
H -4.7195 -4.8964 1.8078
H 2.3138 -1.3913 -1.0440
H -4.6776 4.0861 0.0473
H 2.3609 -2.3700 1.9431
H -3.0988 1.5722 -2.2363
H 0.9149 1.2882 -1.3820
H 5.1725 0.7143 0.8651
H -1.4771 -2.2781 -2.9453
H -4.5065 -2.7274 3.0648
H 1.5967 -0.8009 -2.8198
H -0.0631 3.0391 -2.6343
H 6.5940 -3.2247 1.9736
H 4.2250 -3.9398 2.3832
H -0.3428 -0.2249 -4.8687
H 0.5354 2.2553 -4.1071
H -4.3645 -0.2051 0.2476
H 2.1201 2.6180 2.2461
H 0.0299 2.5692 1.8805
H -0.7873 2.2199 -0.1025
H 0.0560 -2.3077 -1.2717
H -2.2656 -1.4368 -4.2556
H 7.0536 -0.8838 1.2274
H -1.4951 1.2878 -4.6629
H -3.2607 -5.2729 -0.1984
H -1.6698 -3.5123 -0.9556
H 0.5330 1.3947 3.1050
H -2.0466 2.7588 -3.8267
H -1.1714 1.5755 2.6812
H -3.0316 -0.8000 -1.8509
H 4.3243 3.7660 -2.0522
H 3.7822 1.3986 -1.5327
H -2.1847 4.2614 0.1064
H 3.4994 5.6015 -0.5609
H -3.1542 -0.8709 2.1375
H 0.3023 -1.7804 -4.3026
H -5.7576 1.8354 0.1073
H 2.4730 5.0052 1.6567
```

Computed properties:
- orbital gap (spin up / spin down) (eV) = 6.20 / 6.03
- charge = 0
- LUMO level (spin up / spin down) (eV) = -0.74 / -0.81
- E_HOMO (spin up / spin down) (eV) = -6.936 / -6.839
- molar mass (Da) = 641.65
- total energy (eV) = -70189.546

---

No. 3
Molecular formula: C37H37Cl2F4N6O4SV
Method: DFT, ωB97M-V/def2-TZVPD

XYZ file:
```
92
C37H37Cl2F4N6O4SV | the OMol25 dataset | ωB97M-V/def2-TZVPD
V -0.5593 0.7927 -0.2301
Cl -1.5056 4.6612 2.3103
Cl -2.1990 1.8522 6.8557
S 2.5353 -0.1749 1.8597
F 2.6302 0.1676 -3.3800
F 5.2200 0.4683 -2.8914
F 1.6569 3.1249 0.2092
F 4.2741 3.3485 0.7135
O -0.9628 2.0509 1.1233
O 1.1780 -1.5667 -1.5796
O -0.7465 -0.5521 1.1395
O -3.3349 -1.2390 -1.0996
N 1.8088 2.1521 2.8688
N -1.9312 -3.0380 -1.2637
N 2.7300 0.6680 4.3712
N -1.8438 2.0501 -1.6141
N 0.6644 1.4451 -1.6698
N -1.0414 -0.9709 -1.3884
C -1.3094 0.7184 3.0929
C -1.2767 1.9735 2.4008
C 2.0150 1.5854 -1.5550
C 3.8754 2.5484 -0.2976
C 0.2206 -5.0055 1.7835
C -0.0038 -1.8350 -1.5137
C -0.5378 -3.2976 -1.5368
C -1.4819 3.4786 -1.3957
C -1.5660 3.1225 3.1273
C 1.8967 1.0537 5.5083
C -2.2842 4.4977 -2.1986
C 0.1613 -4.0831 -0.4421
C 2.9905 0.9546 -2.3489
C -0.1987 -5.1316 -5.4301
C 4.3385 1.1152 -2.1010
C -1.6088 0.7168 4.4786
C -0.3592 -3.9327 -2.9115
C -0.6097 -5.2944 -3.0683
C -1.8631 1.8921 5.1388
C -3.8959 2.2312 -0.1616
C 1.4776 -4.4968 -0.6324
C -3.3094 1.8651 -1.5127
C -1.4098 1.5974 -2.9509
C 2.5297 2.4166 -0.5475
C 1.9566 3.3299 3.6995
C 1.5262 -5.4245 1.5862
C -0.0159 -3.1815 -4.0297
C 4.8157 1.8981 -1.0674
C 0.0637 -3.7789 -5.2809
C -1.8563 3.1205 4.4915
C -1.0069 -0.4743 2.4163
C 0.0930 1.2694 -2.9981
C 2.1545 -5.1622 0.3756
C -0.5363 -5.8903 -4.3173
C 2.3451 0.9461 3.0850
C -0.4576 -4.3313 0.7758
C -2.2093 -1.6895 -1.2342
H 0.8448 1.1289 5.2228
H 3.0967 -0.2693 4.4159
H 2.9018 3.2878 4.2418
H -1.6829 2.3399 -3.7093
H -1.6254 -0.2236 5.0147
H -1.8259 5.4794 -2.0698
H 2.0592 -5.9411 2.3747
H -3.5127 0.8155 -1.7082
H 2.2069 2.0040 5.9443
H 1.9740 -4.2730 -1.5676
H -3.8551 3.3026 0.0450
H -0.7342 -6.9501 -4.4203
H -0.1323 -5.5954 -6.4063
H 1.9723 4.2001 3.0454
H 1.1336 3.4487 4.4084
H -4.9409 1.9195 -0.1399
H -1.4652 -3.9734 0.9405
H 1.9895 0.2883 6.2768
H 5.8723 1.9904 -0.8692
H -0.4231 3.5697 -1.6255
H -0.8497 -5.8933 -2.1970
H 0.6380 1.8964 -3.7141
H 0.2139 -2.1288 -3.9246
H 1.4557 2.2970 1.9370
H -0.2728 -5.1888 2.7300
H -3.7926 2.4563 -2.3021
H 3.1819 -5.4667 0.2204
H -3.3780 1.7155 0.6450
H 0.2112 0.2394 -3.3454
H -2.2933 4.2806 -3.2684
H -0.9337 -1.4222 2.9496
H -2.6718 -3.6991 -1.4198
H -1.9738 0.6925 -3.1687
H 0.3410 -3.1812 -6.1400
H -2.0635 4.0407 5.0154
H -3.3186 4.5738 -1.8614
H -1.5839 3.6771 -0.3326
```

Computed properties:
- orbital gap (spin up / spin down) (eV) = 5.65 / 7.67
- charge = -1
- LUMO level (spin up / spin down) (eV) = 2.50 / 2.50
- E_HOMO (spin up / spin down) (eV) = -3.143 / -5.174
- molar mass (Da) = 859.65
- total energy (eV) = -128543.785
- multiplicity = 4